No. 1
A gas-phase ion, C5H7N2O (charge +1) in a non-equilibrium geometry. Source: OMol25; level of theory: ωB97M-V/def2-TZVPD.

The geometry in ORCA input format:
```
! wB97M-V def2-TZVPD RIJCOSX def2/J DEFGRID3
* xyz 1 1
C -1.07 -1.23 -0.31
C 0.19 -2.19 -0.42
C -0.80 0.25 0.02
C 0.94 1.55 0.96
C -1.14 -0.17 -1.39
N 0.41 0.76 0.29
N 1.90 2.22 1.53
O 1.31 -1.93 -0.14
H -2.07 -1.63 -0.04
H -0.18 -3.02 -0.97
H -1.57 0.71 0.78
H -0.39 -0.30 -2.20
H -2.15 -0.10 -1.75
H 2.25 3.26 1.32
H 2.38 1.81 2.34
*
```

Results
Highest occupied orbital energy ... -13.569 eV
E_LUMO ... -4.24 eV
Relative energy (zero: lowest compared OMol25 entry of this formula, charge and spin) ... 2.6957 eV
Gap between HOMO and LUMO ... 9.32 eV

=====

No. 2
A gas-phase ion, C5H7N2O2 (charge -1) in a non-equilibrium geometry. Source: OMol25; level of theory: ωB97M-V/def2-TZVPD.

The geometry in ORCA input format:
```
! wB97M-V def2-TZVPD RIJCOSX def2/J DEFGRID3
* xyz -1 1
C 1.87 1.42 0.31
C -1.53 -0.31 -0.46
C -0.68 0.91 0.12
C -0.50 -1.42 -0.79
C 0.70 0.34 0.30
N 0.69 -0.82 1.18
N 0.77 -0.96 -0.29
O 1.56 2.41 -0.38
O 2.89 1.20 0.99
H -2.23 -0.83 0.27
H -2.02 -0.06 -1.47
H -0.66 1.68 -0.54
H -1.03 1.29 1.18
H -0.82 -2.44 -0.36
H -0.52 -1.59 -1.87
H 1.50 -0.82 1.81
*
```

Results
Highest occupied orbital energy ... -4.393 eV
E_LUMO ... 3.98 eV
Relative energy (zero: lowest compared OMol25 entry of this formula, charge and spin) ... 2.8959 eV
Gap between HOMO and LUMO ... 8.37 eV

=====

No. 3
A gas-phase ion, C5H7N2O2 (charge +1) in a non-equilibrium geometry. Source: OMol25; level of theory: ωB97M-V/def2-TZVPD.

The geometry in ORCA input format:
```
! wB97M-V def2-TZVPD RIJCOSX def2/J DEFGRID3
* xyz 1 1
C 0.02 -1.60 -0.56
C -1.80 -0.43 0.21
C -1.36 1.70 -0.98
C 0.95 -0.49 -0.17
C 1.25 -0.33 1.24
N -1.15 -1.56 -0.19
N -1.01 0.72 -0.35
O -2.66 -0.27 1.06
O 1.76 0.03 -1.06
H 0.46 -2.43 -1.10
H -0.60 2.49 -1.29
H -2.35 1.95 -1.24
H 2.35 -0.37 1.42
H 0.81 -0.97 1.90
H 1.05 0.67 1.71
H 2.28 0.87 -0.62
*
```

Results
Highest occupied orbital energy ... -14.477 eV
E_LUMO ... -5.79 eV
Relative energy (zero: lowest compared OMol25 entry of this formula, charge and spin) ... 4.3558 eV
Gap between HOMO and LUMO ... 8.68 eV

=====

No. 4
A molecular structure, C5H7N2O2 in a non-equilibrium geometry. Source: OMol25; level of theory: ωB97M-V/def2-TZVPD.

The geometry in ORCA input format:
```
! wB97M-V def2-TZVPD RIJCOSX def2/J DEFGRID3
* xyz 1 3
C 1.73 1.30 0.37
C 2.22 0.21 -0.23
C 0.27 1.35 0.60
C 0.32 -1.31 0.00
C -2.60 -0.38 -0.28
N 1.55 -1.03 -0.38
N -0.47 0.35 0.23
O -0.45 -2.16 0.08
O -1.81 0.51 0.44
H 2.33 2.17 0.39
H 3.26 0.16 -0.48
H -0.06 2.31 1.12
H -3.11 -1.14 0.45
H -1.93 -0.84 -0.99
H -3.34 0.35 -0.80
H 2.09 -1.86 -0.53
*
```

Results
<S²> ... 2.01
Highest occupied orbital energy (alpha / beta) ... -11.134 / -14.703 eV
E_LUMO (alpha / beta) ... -3.69 / -8.00 eV
Relative energy (zero: lowest compared OMol25 entry of this formula, charge and spin) ... 0.9155 eV
Gap between HOMO and LUMO (alpha / beta) ... 7.45 / 6.70 eV

=====

No. 5
A gas-phase ion, C5H7N2O2S (charge +1) in a non-equilibrium geometry. Source: OMol25; level of theory: ωB97M-V/def2-TZVPD.

The geometry in ORCA input format:
```
! wB97M-V def2-TZVPD RIJCOSX def2/J DEFGRID3
* xyz 1 1
C 2.58 -0.28 -0.52
S 1.56 1.06 0.07
O 1.58 2.14 -0.84
O 1.90 1.33 1.42
N -0.10 0.35 0.02
C -0.81 0.45 1.12
C -2.08 -0.12 1.11
C -2.44 -0.73 -0.04
C -1.60 -0.75 -1.16
N -0.41 -0.20 -1.12
H 3.61 -0.07 -0.26
H 2.39 -0.44 -1.58
H 2.27 -1.18 0.01
H -0.44 0.96 2.00
H -2.70 -0.10 1.99
H -3.40 -1.22 -0.12
H -1.91 -1.21 -2.09
*
```

Results
Highest occupied orbital energy ... -15.928 eV
E_LUMO ... -5.59 eV
Relative energy (zero: lowest compared OMol25 entry of this formula, charge and spin) ... 0.0000 eV
Gap between HOMO and LUMO ... 10.33 eV

=====

No. 6
2 unconnected molecules or ions with the total composition C5H7N2O3S. Source: OMol25; level of theory: ωB97M-V/def2-TZVPD.

The geometry in ORCA input format:
```
! wB97M-V def2-TZVPD RIJCOSX def2/J DEFGRID3
* xyz -1 1
C 1.47 -0.19 -0.96
C 1.60 1.17 -1.07
C -0.34 0.68 -1.76
C -0.88 -0.22 1.81
C -0.10 1.02 2.01
N 0.22 -0.49 -1.41
N 0.46 1.70 -1.58
O -0.15 -2.68 -0.10
O -2.04 -1.76 -1.36
O 0.38 1.37 3.06
S -0.64 -2.19 -1.40
H 2.13 -0.95 -0.61
H 2.44 1.79 -0.80
H -1.34 0.75 -2.14
H -1.80 -0.01 1.26
H -0.32 -0.93 1.18
H -1.11 -0.71 2.75
H 0.02 1.65 1.11
*
```

Results
Highest occupied orbital energy ... -5.171 eV
E_LUMO ... 3.60 eV
Relative energy (zero: lowest compared OMol25 entry of this formula, charge and spin) ... 0.0000 eV
Gap between HOMO and LUMO ... 8.77 eV

=====

No. 7
A gas-phase ion, C5H7N2S (charge +1) in a non-equilibrium geometry. Source: OMol25; level of theory: ωB97M-V/def2-TZVPD.

The geometry in ORCA input format:
```
! wB97M-V def2-TZVPD RIJCOSX def2/J DEFGRID3
* xyz 1 1
C 0.92 0.64 -2.09
C -0.71 -0.84 -0.73
C 0.11 0.16 0.11
C -0.84 1.11 0.80
C 0.98 -0.60 1.02
N -0.56 -1.06 -1.93
N 0.79 0.81 -0.94
S 0.31 -0.49 -3.16
H -1.28 -1.43 -0.07
H -0.07 1.60 1.41
H -1.59 0.80 1.61
H -1.43 1.58 0.11
H 1.69 0.06 1.54
H 1.44 -1.43 0.51
H 0.25 -0.90 1.81
*
```

Results
Highest occupied orbital energy ... -14.864 eV
E_LUMO ... -6.13 eV
Relative energy (zero: lowest compared OMol25 entry of this formula, charge and spin) ... 3.9868 eV
Gap between HOMO and LUMO ... 8.73 eV

=====

No. 8
A single C5H7N3 molecule in a non-equilibrium geometry. Source: OMol25; level of theory: ωB97M-V/def2-TZVPD.

The geometry in ORCA input format:
```
! wB97M-V def2-TZVPD RIJCOSX def2/J DEFGRID3
* xyz 0 1
C -1.63 -0.13 -0.47
C -0.28 0.35 -0.05
C 0.11 0.52 1.29
C 2.24 0.61 0.88
C 0.88 0.52 -0.91
H -1.17 -1.97 -1.53
H -1.00 -2.07 -0.07
H -1.95 0.40 -1.38
H -2.36 0.25 0.27
H -0.65 0.59 2.02
H 3.28 0.66 1.31
H 0.71 0.67 -1.98
N -1.61 -1.63 -0.72
N 1.28 0.68 1.79
N 2.16 0.56 -0.46
*
```

Results
Highest occupied orbital energy ... -9.502 eV
E_LUMO ... 0.59 eV
Relative energy (zero: lowest compared OMol25 entry of this formula, charge and spin) ... 1.6807 eV
Gap between HOMO and LUMO ... 10.09 eV

=====

No. 9
A molecular structure, C5H7N3 in a non-equilibrium geometry. Source: OMol25; level of theory: ωB97M-V/def2-TZVPD.

The geometry in ORCA input format:
```
! wB97M-V def2-TZVPD RIJCOSX def2/J DEFGRID3
* xyz 0 1
C 2.08 -0.60 -0.24
C 0.11 -1.51 0.12
C -0.22 -0.27 -0.10
C -1.33 0.38 0.13
C -2.65 -0.09 -0.17
H 1.65 1.60 1.27
H 0.74 2.39 -0.32
H 3.17 -0.35 -0.02
H -0.39 -2.59 0.21
H -1.10 1.54 -0.05
H -3.52 0.49 -0.01
H -2.84 -1.22 -0.50
N 1.62 1.66 -0.04
N 1.18 0.36 -0.28
N 1.51 -1.79 -0.01
*
```

Results
Highest occupied orbital energy ... -8.210 eV
E_LUMO ... 0.06 eV
Relative energy (zero: lowest compared OMol25 entry of this formula, charge and spin) ... 6.3457 eV
Gap between HOMO and LUMO ... 8.27 eV

=====

No. 10
A single C5H7N3 molecule in a non-equilibrium geometry. Source: OMol25; level of theory: ωB97M-V/def2-TZVPD.

The geometry in ORCA input format:
```
! wB97M-V def2-TZVPD RIJCOSX def2/J DEFGRID3
* xyz 0 1
C 1.26 -0.44 0.17
C -1.02 -1.34 0.51
C -1.03 -0.18 -0.44
C -0.74 0.95 0.39
C 0.39 1.62 -0.38
H 2.41 -1.28 -0.62
H -1.66 -2.19 0.19
H -0.65 -1.35 1.52
H -2.04 -0.24 -1.09
H -1.58 1.64 0.98
H 0.76 1.09 -1.30
H 0.88 2.76 -0.48
N 2.52 -0.64 0.18
N -0.01 -1.12 -0.53
N 0.48 0.74 0.88
*
```

Results
Highest occupied orbital energy ... -9.418 eV
E_LUMO ... 0.98 eV
Relative energy (zero: lowest compared OMol25 entry of this formula, charge and spin) ... 7.0013 eV
Gap between HOMO and LUMO ... 10.40 eV

=====

No. 11
A single C5H7N3 molecule in a non-equilibrium geometry. Source: OMol25; level of theory: ωB97M-V/def2-TZVPD.

The geometry in ORCA input format:
```
! wB97M-V def2-TZVPD RIJCOSX def2/J DEFGRID3
* xyz 0 1
C -0.49 -1.19 -0.41
C -0.24 1.01 0.05
C -1.19 0.07 -0.10
C 3.29 -0.06 0.04
C -2.64 0.25 0.01
N 0.83 -1.01 -0.35
N 2.29 0.74 0.02
N 1.07 0.24 -0.02
H -0.88 -2.20 -0.30
H -0.32 2.00 0.30
H 4.26 0.34 0.28
H 3.04 -1.09 0.17
H -2.71 0.60 1.07
H -3.08 1.06 -0.55
H -3.23 -0.75 -0.22
*
```

Results
Highest occupied orbital energy ... -8.693 eV
E_LUMO ... 0.56 eV
Relative energy (zero: lowest compared OMol25 entry of this formula, charge and spin) ... 3.6105 eV
Gap between HOMO and LUMO ... 9.25 eV

=====

No. 12
2 unconnected molecules or ions with the total composition C5H7N3 in a non-equilibrium geometry. Source: OMol25; level of theory: ωB97M-V/def2-TZVPD.

The geometry in ORCA input format:
```
! wB97M-V def2-TZVPD RIJCOSX def2/J DEFGRID3
* xyz 0 1
C 2.99 0.04 -0.10
C -0.47 0.27 -0.11
C -1.45 1.23 0.12
C -2.56 0.56 -0.07
C -0.88 -1.03 -0.17
H 3.01 1.08 -1.16
H 3.98 0.24 0.76
H 3.03 -1.04 -0.82
H -1.17 2.24 0.42
H -3.62 0.53 0.63
H -2.97 -1.65 0.24
H 0.00 -1.80 -0.02
N 1.53 -0.46 0.59
N 0.84 0.62 -0.21
N -2.27 -0.85 -0.11
*
```

Results
Highest occupied orbital energy ... -8.387 eV
E_LUMO ... -0.51 eV
Relative energy (zero: lowest compared OMol25 entry of this formula, charge and spin) ... 10.3767 eV
Gap between HOMO and LUMO ... 7.88 eV

=====

No. 13
A single C5H7N3O molecule in a non-equilibrium geometry. Source: OMol25; level of theory: ωB97M-V/def2-TZVPD.

The geometry in ORCA input format:
```
! wB97M-V def2-TZVPD RIJCOSX def2/J DEFGRID3
* xyz 0 1
C -0.53 -0.76 -1.04
C -0.37 -0.80 0.20
C 0.43 0.52 0.50
C 0.89 0.93 1.63
C -0.09 0.45 -1.70
H -2.08 -1.29 -2.08
H -0.74 -2.07 -2.75
H -0.83 -2.72 0.45
H -1.24 -1.50 1.89
H 1.12 0.17 2.46
H 0.99 2.76 1.03
H -0.08 0.58 -2.74
N -1.23 -1.70 -1.73
N -0.57 -1.76 1.00
N 0.42 1.30 -0.76
O 1.31 2.15 1.82
*
```

Results
Highest occupied orbital energy ... -8.014 eV
E_LUMO ... 0.50 eV
Relative energy (zero: lowest compared OMol25 entry of this formula, charge and spin) ... 3.9864 eV
Gap between HOMO and LUMO ... 8.52 eV

=====

No. 14
A single C5H7N3O molecule in a non-equilibrium geometry. Source: OMol25; level of theory: ωB97M-V/def2-TZVPD.

The geometry in ORCA input format:
```
! wB97M-V def2-TZVPD RIJCOSX def2/J DEFGRID3
* xyz 0 1
C -0.93 1.01 -1.77
C 0.37 0.58 0.71
C 0.41 -2.68 -0.14
C 0.78 0.21 2.03
C 0.67 0.08 3.24
H -1.90 0.71 -1.33
H -1.30 1.30 -2.89
H -0.33 0.13 -2.05
H -1.05 3.08 -0.78
H 0.99 -3.55 0.35
H 0.08 -2.45 -1.40
H 1.40 -0.21 4.09
N -0.32 2.17 -1.03
N 0.28 1.88 0.34
N 0.71 -1.74 0.79
O 0.15 -0.49 -0.18
*
```

Results
Highest occupied orbital energy ... -8.276 eV
E_LUMO ... -0.17 eV
Relative energy (zero: lowest compared OMol25 entry of this formula, charge and spin) ... 10.6096 eV
Gap between HOMO and LUMO ... 8.11 eV

=====

No. 15
A single C5H7N3O molecule in a non-equilibrium geometry. Source: OMol25; level of theory: ωB97M-V/def2-TZVPD.

The geometry in ORCA input format:
```
! wB97M-V def2-TZVPD RIJCOSX def2/J DEFGRID3
* xyz 0 1
C -2.95 -0.78 0.44
C -0.48 1.33 0.03
C 0.59 0.35 -0.17
C 0.78 -0.97 -0.24
C 2.14 -1.13 0.02
H -3.25 -1.85 0.21
H -2.58 -0.63 1.47
H -3.85 -0.18 0.43
H -1.98 -0.40 -1.36
H -0.08 2.33 0.03
H 0.19 -1.97 -0.39
H 2.73 -2.05 0.04
N -1.83 -0.35 -0.40
N -1.72 1.01 -0.11
N 2.78 -0.03 0.26
O 1.71 0.96 0.10
*
```

Results
Highest occupied orbital energy ... -8.977 eV
E_LUMO ... 0.22 eV
Relative energy (zero: lowest compared OMol25 entry of this formula, charge and spin) ... 4.2819 eV
Gap between HOMO and LUMO ... 9.20 eV